Record 1
3 unconnected molecules or ions with the total composition C28H56ClN2O6 at a distorted geometry. Source: OMol25; level of theory: the ωB97M-V functional and the def2-TZVPD basis.

Last column: Mulliken charge in e.
Geometry (Å):
C  -3.65  0.01  1.38  -1.098
C  -2.69  0.84  0.56  0.180
O  -3.00  0.86  -0.84  -0.494
C  -2.76  -0.36  -1.48  0.281
C  -1.95  -0.24  -2.79  -0.521
O  -1.19  0.93  -2.98  -0.515
C  -0.17  1.17  -2.03  -0.604
C  0.83  0.05  -1.84  -0.380
O  0.50  -0.65  -0.63  -0.029
C  1.49  -1.60  -0.25  -0.222
C  0.79  -2.89  0.13  0.142
Cl  0.06  -3.54  -1.35  -0.187
C  -0.21  -2.72  1.23  0.198
C  -0.61  -4.02  1.95  -0.784
O  -0.65  -5.16  1.11  -0.540
H  -3.18  -0.20  2.33  0.162
H  -4.55  0.54  1.62  0.264
H  -3.86  -0.95  0.92  0.389
H  -2.69  1.86  0.91  0.547
H  -1.69  0.42  0.68  -0.081
H  -2.30  -1.08  -0.82  -0.371
H  -3.72  -0.80  -1.76  0.438
H  -2.66  -0.24  -3.62  0.507
H  -1.36  -1.14  -2.90  0.109
H  -0.56  1.46  -1.06  0.119
H  0.38  2.03  -2.40  0.457
H  1.83  0.46  -1.72  0.572
H  0.81  -0.65  -2.67  0.192
H  2.16  -1.81  -1.08  -0.082
H  2.03  -1.21  0.61  0.348
H  -1.10  -2.20  0.88  -0.342
H  0.26  -2.10  1.98  0.331
H  -1.59  -3.88  2.41  0.381
H  0.09  -4.22  2.75  0.366
H  -1.49  -5.16  0.63  0.308
C  -3.74  5.91  5.00  -1.945
C  -4.29  4.48  4.77  2.062
C  -5.01  4.00  6.04  -1.316
C  -4.05  3.59  7.15  -0.482
C  -3.03  2.59  6.61  -1.341
C  -2.31  3.10  5.36  2.034
N  -3.22  3.57  4.31  -0.010
O  -3.85  2.43  3.75  -0.786
C  -1.30  4.19  5.77  -1.905
C  -1.46  1.96  4.80  -1.995
C  -5.33  4.61  3.66  -2.146
H  -2.88  6.09  4.36  0.363
H  -4.49  6.66  4.76  0.501
H  -3.44  6.09  6.04  0.301
H  -5.63  3.14  5.78  0.435
H  -5.69  4.78  6.40  0.322
H  -3.55  4.46  7.58  0.304
H  -4.62  3.13  7.97  0.363
H  -2.30  2.35  7.40  0.374
H  -3.55  1.66  6.37  0.361
H  -0.84  4.63  4.88  0.394
H  -0.50  3.77  6.38  0.454
H  -1.74  5.00  6.35  0.315
H  -2.07  1.09  4.57  0.247
H  -0.70  1.67  5.53  0.405
H  -0.96  2.28  3.88  0.440
H  -4.86  4.93  2.73  0.440
H  -6.08  5.35  3.94  0.469
H  -5.84  3.66  3.48  0.359
C  6.08  -3.47  -6.29  -1.839
C  5.91  -2.74  -4.93  1.836
C  5.42  -3.72  -3.87  -1.248
C  3.94  -4.09  -4.02  -0.844
C  3.07  -2.84  -4.11  -0.909
C  3.53  -1.87  -5.20  1.727
N  4.99  -1.58  -5.07  0.497
O  5.19  -0.73  -4.13  -0.622
C  3.20  -2.45  -6.59  -1.831
C  2.73  -0.57  -5.10  -1.836
C  7.30  -2.25  -4.55  -1.956
H  5.95  -2.79  -7.12  0.323
H  7.08  -3.90  -6.37  0.507
H  5.38  -4.30  -6.42  0.300
H  5.56  -3.27  -2.88  0.409
H  6.03  -4.62  -3.90  0.371
H  3.79  -4.73  -4.89  0.341
H  3.63  -4.68  -3.15  0.417
H  2.03  -3.12  -4.29  0.667
H  3.09  -2.33  -3.14  0.013
H  3.62  -1.83  -7.38  0.359
H  2.12  -2.48  -6.73  0.419
H  3.55  -3.47  -6.74  0.331
H  2.81  -0.12  -4.12  0.274
H  1.68  -0.78  -5.29  0.438
H  3.07  0.15  -5.84  0.513
H  7.68  -1.52  -5.27  0.454
H  7.99  -3.09  -4.52  0.461
H  7.31  -1.79  -3.56  0.372

As for the expectation value of S²: 2.008. The net charge is -1. As for the multiplicity: 3. As for the frontier orbital gap (spin up / spin down): 0.1372 / 0.1061 hartree.

---

Record 2
A molecular structure, C28H56Cu2O18S3 at a distorted geometry. Source: OMol25; level of theory: the ωB97M-V functional and the def2-TZVPD basis.

Last column: Mulliken charge in e.
Geometry (Å):
Cu  2.55  -1.63  -1.44  0.393
Cu  -1.53  1.10  0.85  0.422
S  0.42  -0.41  -0.28  1.915
O  0.31  0.14  1.06  -0.362
O  0.82  -1.79  -0.32  -0.768
O  -0.97  -0.17  -0.67  -1.281
O  1.34  0.21  -1.17  -0.273
C  0.43  -0.77  -5.44  -0.610
C  0.82  -2.25  -5.50  -0.769
C  1.50  -2.58  -4.20  -0.524
O  1.58  -1.38  -3.48  0.538
C  0.58  -0.40  -3.98  -0.286
H  -0.56  -0.71  -5.88  0.324
H  1.17  -0.27  -6.07  0.281
H  1.50  -2.45  -6.32  0.270
H  -0.05  -2.88  -5.67  0.394
H  2.51  -2.97  -4.33  0.323
H  0.94  -3.35  -3.67  0.247
H  0.84  0.65  -3.89  0.245
H  -0.35  -0.57  -3.45  0.188
C  -3.30  -2.38  2.46  -0.414
C  -4.54  -1.53  2.66  -0.926
C  -4.46  -0.38  1.67  -0.691
O  -3.08  -0.45  1.25  0.962
C  -2.77  -1.80  1.16  -0.118
H  -3.45  -3.46  2.40  0.275
H  -2.62  -2.09  3.26  0.194
H  -4.48  -1.05  3.64  0.255
H  -5.43  -2.16  2.64  0.407
H  -4.67  0.62  2.05  0.353
H  -4.97  -0.49  0.71  0.377
H  -1.69  -1.95  1.13  -0.268
H  -3.19  -2.15  0.21  0.336
C  4.34  1.00  -4.39  -0.723
C  4.73  -0.46  -4.95  -0.150
C  4.91  -1.09  -3.59  -0.735
O  4.15  -0.43  -2.63  -0.216
C  4.25  0.99  -2.85  -0.028
H  3.36  1.33  -4.73  0.247
H  5.11  1.69  -4.73  0.411
H  5.52  -0.33  -5.70  0.395
H  3.87  -0.93  -5.41  -0.177
H  5.98  -1.12  -3.44  0.366
H  4.52  -2.10  -3.74  0.393
H  5.13  1.35  -2.32  0.462
H  3.36  1.54  -2.52  -0.251
C  0.03  4.83  -0.90  -0.734
C  -0.48  5.27  0.44  -0.564
C  0.07  4.20  1.38  -0.536
O  -0.21  2.96  0.58  -0.133
C  0.18  3.27  -0.80  -0.078
H  0.96  5.36  -1.09  0.383
H  -0.71  5.12  -1.65  0.325
H  -1.56  5.19  0.46  0.163
H  -0.15  6.22  0.86  0.445
H  -0.40  4.13  2.36  0.264
H  1.14  4.23  1.53  0.314
H  -0.54  2.81  -1.48  0.004
H  1.22  3.02  -0.99  0.001
C  -4.50  1.42  -2.51  -0.751
C  -5.07  2.46  -1.53  -0.707
C  -3.83  3.00  -0.86  -0.643
O  -2.97  1.87  -0.74  0.729
C  -3.18  0.96  -1.86  -0.280
H  -4.28  1.90  -3.46  0.367
H  -5.18  0.59  -2.69  0.371
H  -5.85  2.06  -0.89  0.286
H  -5.45  3.34  -2.06  0.399
H  -4.09  3.45  0.10  0.347
H  -3.25  3.66  -1.50  0.288
H  -3.28  -0.12  -1.71  0.125
H  -2.32  1.15  -2.50  0.090
C  -0.41  2.14  4.96  -0.837
C  -1.89  2.19  5.24  -0.667
C  -2.60  1.52  4.14  -0.465
O  -1.57  1.44  3.10  0.373
C  -0.32  1.30  3.78  -0.203
H  0.24  1.79  5.76  0.403
H  0.00  3.08  4.61  0.263
H  -2.16  3.23  5.44  0.278
H  -1.92  1.61  6.16  0.294
H  -3.37  2.21  3.80  0.389
H  -3.06  0.57  4.44  0.125
H  0.43  1.65  3.07  0.033
H  -0.26  0.25  4.09  0.249
C  5.14  -1.26  2.54  -0.415
C  3.64  -1.53  2.57  -0.105
O  3.06  -0.26  2.56  -0.168
S  3.92  0.76  1.63  0.878
O  3.97  2.02  2.26  -0.566
O  3.56  0.82  0.19  -0.361
O  5.35  -0.07  1.91  -0.366
H  5.70  -2.04  2.02  0.305
H  5.43  -1.25  3.59  0.286
H  3.24  -2.13  3.38  0.381
H  3.38  -2.21  1.75  0.020
C  0.81  -5.72  2.00  -0.435
C  0.66  -4.36  2.59  0.507
O  -0.70  -4.28  2.91  -0.218
S  -1.39  -5.74  3.08  1.065
O  -2.40  -5.95  2.00  -0.544
O  -1.80  -5.99  4.46  -0.540
O  -0.02  -6.51  2.70  -0.305
H  1.83  -6.08  2.13  0.345
H  0.47  -5.62  0.97  0.355
H  0.88  -3.53  1.92  -0.382
H  1.39  -4.09  3.36  0.149

As for the expectation value of S²: 2.006. The net charge is +2. As for the multiplicity: 3. As for the frontier orbital gap (spin up / spin down): 0.3068 / 0.2049 hartree.

---

Record 3
6 unconnected molecules or ions with the total composition C28H56N5O11 at a distorted geometry. Source: OMol25; level of theory: the ωB97M-V functional and the def2-TZVPD basis.

Last column: Mulliken charge in e.
Geometry (Å):
N  -1.49  1.42  1.78  0.034
C  -2.70  1.02  2.47  0.389
N  -3.65  2.14  2.51  -0.636
N  -2.33  0.59  3.82  -0.308
C  -3.41  -0.06  1.65  -1.826
C  -2.47  -1.08  1.04  1.612
C  -1.28  -1.43  1.71  -0.841
N  -0.39  -2.28  1.28  -1.097
N  -0.68  -2.81  0.10  0.682
C  -1.73  -2.54  -0.64  -0.357
C  -2.70  -1.65  -0.20  -0.009
C  -3.88  -1.31  -1.07  -1.362
C  -3.48  -0.15  -2.01  0.081
O  -2.20  -0.33  -2.64  -0.423
H  -1.72  1.96  0.95  -0.053
H  -0.97  2.07  2.37  0.110
H  -3.29  2.87  3.13  0.301
H  -4.55  1.85  2.88  0.258
H  -2.57  -0.36  4.03  0.217
H  -2.72  1.20  4.53  0.227
H  -4.19  -0.56  2.22  0.442
H  -3.90  0.47  0.83  0.504
H  -1.05  -0.97  2.66  0.662
H  0.01  -3.49  -0.23  0.142
H  -1.81  -3.05  -1.59  0.760
H  -4.23  -2.20  -1.59  0.421
H  -4.68  -0.92  -0.44  0.444
H  -4.22  -0.04  -2.80  0.409
H  -3.41  0.75  -1.42  -0.021
H  -2.13  -1.24  -2.94  0.299
O  1.71  -4.83  0.10  -0.657
C  1.64  -5.87  -0.51  0.855
O  0.65  -6.71  -0.22  -0.364
C  0.38  -7.91  -0.97  -0.375
C  1.22  -9.08  -0.51  -1.007
C  2.69  -6.26  -1.52  -0.799
H  0.50  -7.72  -2.04  0.357
H  -0.67  -8.11  -0.80  0.323
H  2.29  -8.89  -0.65  0.279
H  0.95  -9.98  -1.06  0.365
H  1.06  -9.25  0.56  0.311
H  3.52  -6.72  -1.00  0.311
H  3.04  -5.36  -2.02  -0.009
H  2.34  -6.94  -2.29  0.371
O  -3.90  2.75  -2.25  -0.614
C  -3.02  3.31  -2.85  0.707
O  -3.26  3.80  -4.07  -0.368
C  -2.32  4.61  -4.78  -0.360
C  -1.31  3.78  -5.54  -0.942
C  -1.63  3.38  -2.25  -0.674
H  -1.84  5.32  -4.10  0.344
H  -2.92  5.20  -5.47  0.332
H  -0.70  3.17  -4.87  0.254
H  -0.65  4.42  -6.12  0.360
H  -1.83  3.10  -6.22  0.302
H  -1.11  2.44  -2.48  0.195
H  -1.73  3.46  -1.17  -0.004
H  -1.02  4.21  -2.58  0.447
O  3.77  -4.20  -5.18  -0.547
C  3.48  -3.25  -4.51  0.735
O  2.87  -3.47  -3.32  -0.377
C  2.62  -2.45  -2.36  -0.519
C  1.32  -1.71  -2.64  -0.731
C  3.71  -1.84  -4.98  -0.980
H  3.46  -1.77  -2.28  0.346
H  2.55  -2.98  -1.41  0.326
H  1.34  -1.17  -3.58  0.405
H  1.12  -0.99  -1.84  0.373
H  0.50  -2.43  -2.69  0.114
H  2.87  -1.54  -5.60  0.256
H  4.62  -1.83  -5.58  0.315
H  3.84  -1.11  -4.17  0.329
O  2.28  2.77  4.25  -0.544
C  1.80  1.98  5.02  0.569
O  1.99  2.18  6.34  -0.386
C  1.33  1.41  7.35  -0.334
C  2.06  0.13  7.66  -0.930
C  1.05  0.76  4.55  -0.452
H  0.28  1.24  7.08  0.310
H  1.32  2.06  8.23  0.323
H  2.10  -0.53  6.79  0.258
H  1.57  -0.41  8.47  0.350
H  3.09  0.34  7.95  0.300
H  1.77  -0.03  4.34  0.338
H  0.54  1.02  3.63  -0.065
H  0.31  0.39  5.24  0.278
O  0.12  3.33  0.73  -0.492
C  0.71  4.38  0.80  0.663
O  1.01  5.02  -0.34  -0.323
C  1.56  6.34  -0.37  -0.456
C  3.07  6.34  -0.23  -1.018
C  1.18  4.94  2.12  -1.053
H  1.08  6.98  0.37  0.388
H  1.28  6.74  -1.35  0.336
H  3.38  5.93  0.73  0.264
H  3.46  7.35  -0.32  0.376
H  3.51  5.72  -1.01  0.314
H  2.13  4.48  2.37  0.278
H  0.46  4.67  2.89  0.279
H  1.29  6.02  2.14  0.382

The net charge is +1. As for the multiplicity: 1. As for the frontier orbital gap: 0.3040 hartree.

---

Record 4
4 unconnected molecules or ions with the total composition C28H56NO12PS3 at a distorted geometry. Source: OMol25; level of theory: the ωB97M-V functional and the def2-TZVPD basis.

Last column: Mulliken charge in e.
Geometry (Å):
C  3.90  1.09  1.56  -1.326
C  3.22  2.22  2.48  1.615
C  4.32  2.55  3.65  -1.531
C  3.05  3.63  1.67  -1.271
C  1.89  1.76  3.25  -1.171
C  0.83  0.93  2.36  2.542
C  -0.63  1.15  3.08  -1.221
C  0.65  1.47  0.86  -1.448
C  1.08  -0.67  2.43  -0.182
C  0.83  -1.55  1.16  -0.382
C  1.10  -3.07  1.18  -0.208
C  1.62  -3.85  2.44  0.423
O  1.91  -5.25  2.46  -0.439
C  2.38  -5.72  1.17  -0.135
C  3.34  -7.01  1.26  -0.616
O  4.75  -6.69  1.08  -0.343
C  5.07  -6.44  -0.30  -0.353
C  6.31  -5.38  -0.29  -0.843
P  6.93  -4.93  -2.04  0.342
O  7.57  -4.34  -3.57  -0.366
C  8.60  -3.40  -3.31  0.443
N  9.36  -2.55  -2.93  -0.420
C  1.82  -2.98  3.73  -0.941
C  1.55  -1.43  3.70  -0.191
H  3.66  0.02  1.86  0.133
H  5.05  1.21  1.69  0.414
H  3.70  1.30  0.45  0.280
H  4.66  1.61  4.20  0.388
H  3.80  3.31  4.34  0.340
H  5.19  3.10  3.13  0.431
H  2.19  4.20  2.18  0.244
H  2.67  3.42  0.60  0.215
H  4.01  4.26  1.69  0.363
H  1.40  2.71  3.67  0.323
H  2.24  1.16  4.17  -0.011
H  -1.43  1.24  2.25  0.322
H  -0.88  0.29  3.78  0.292
H  -0.67  2.17  3.63  0.277
H  -0.30  0.95  0.45  0.665
H  1.51  1.08  0.21  0.133
H  0.61  2.61  0.77  -0.151
H  0.48  -1.11  0.15  0.206
H  0.93  -3.69  0.23  0.245
H  2.93  -4.94  0.55  0.276
H  1.44  -6.07  0.59  0.221
H  3.07  -7.70  0.37  0.307
H  3.20  -7.64  2.20  0.290
H  5.31  -7.37  -0.91  0.276
H  4.22  -5.88  -0.87  0.294
H  7.17  -5.94  0.24  0.343
H  6.03  -4.41  0.26  0.287
H  5.97  -3.84  -2.08  0.054
H  6.59  -6.20  -2.60  0.037
H  8.25  -4.71  -1.48  0.054
H  2.17  -3.42  4.73  0.273
H  1.71  -0.81  4.66  0.245
C  -2.73  -3.91  2.50  -0.991
C  -2.77  -5.37  2.08  -0.270
O  -3.90  -5.66  1.26  -0.266
S  -3.90  -5.14  -0.27  1.218
C  -5.31  -6.04  -0.82  -0.948
O  -2.73  -5.65  -0.93  -0.638
O  -4.23  -3.73  -0.28  -0.598
H  -2.59  -3.26  1.64  0.277
H  -1.92  -3.73  3.21  0.363
H  -3.68  -3.63  2.97  0.325
H  -1.84  -5.66  1.57  0.249
H  -2.85  -6.00  2.97  0.276
H  -5.09  -7.11  -0.79  0.314
H  -5.52  -5.73  -1.85  0.370
H  -6.16  -5.79  -0.18  0.315
C  -0.25  7.87  0.21  -0.931
C  -1.56  7.78  -0.56  -0.372
O  -1.54  6.69  -1.49  -0.274
S  -1.67  5.18  -0.92  1.208
C  -1.92  4.37  -2.47  -0.779
O  -2.88  5.08  -0.14  -0.679
O  -0.39  4.77  -0.40  -0.563
H  -0.10  7.00  0.85  0.239
H  -0.24  8.76  0.84  0.394
H  0.60  7.91  -0.48  0.260
H  -2.41  7.69  0.12  0.317
H  -1.70  8.69  -1.14  0.291
H  -2.87  4.70  -2.89  0.122
H  -1.95  3.30  -2.28  0.360
H  -1.09  4.61  -3.13  0.353
C  -7.74  3.68  -6.49  -0.989
C  -7.74  5.11  -5.98  -0.320
O  -7.45  5.18  -4.59  -0.252
S  -5.92  4.92  -4.11  1.178
C  -6.11  5.44  -2.43  -0.676
O  -5.06  5.86  -4.79  -0.638
O  -5.66  3.51  -4.12  -0.606
H  -6.75  3.24  -6.43  0.305
H  -8.07  3.64  -7.53  0.383
H  -8.41  3.06  -5.89  0.258
H  -7.05  5.73  -6.56  0.320
H  -8.74  5.54  -6.12  0.272
H  -6.34  6.51  -2.41  0.308
H  -5.17  5.25  -1.92  0.145
H  -6.91  4.86  -1.97  0.326

The net charge is 0. As for the SMILES: CC(C)(C)CC(C)(C)c1ccc(OCCOCC[PH3]OC#N)cc1.CCOS(C)(=O)=O.CCOS(C)(=O)=O.CCOS(C)(=O)=O. As for the multiplicity: 1. As for the frontier orbital gap: 0.3146 hartree.